Entry 1:
Entry from the OMol25 dataset: a molecular structure, C37H41LaN4O7P2S in a non-equilibrium geometry (ωB97M-V/def2-TZVPD).

## Properties
Energy: -3293.0666 Ha
Multiplicity: 1
Net charge: -2
LUMO level: 0.1492 Eh

```
93
Properties=species:S:1:pos:R:3:forces:R:3
La 1.25212 0.96316 -0.09741 -0.188 -0.750 2.302
C -0.24237 -0.18926 3.20424 0.097 0.092 -0.036
C 0.39001 -1.52476 2.95413 -0.004 -0.029 0.156
C 0.37389 -2.52995 3.95453 -0.063 0.174 0.039
C 1.00466 -3.70942 3.72224 0.046 -0.070 -0.001
C 1.70803 -3.90560 2.51279 0.018 0.006 -0.070
C 2.41891 -5.10423 2.26010 -0.093 0.101 0.079
C 3.10275 -5.22522 1.08317 0.040 0.137 -0.190
C 3.11465 -4.17989 0.14394 -0.005 -0.109 0.078
C 2.43908 -2.97623 0.33164 -0.023 0.078 0.075
S 2.56125 -1.73126 -0.86191 -0.223 -0.151 -0.161
C 1.68391 -2.84892 1.56200 -0.052 0.094 -0.072
N 0.98096 -1.69632 1.79789 -0.043 -0.330 -0.321
H -0.43900 -0.05369 4.27231 -0.029 0.000 -0.003
H -1.18930 -0.11807 2.65661 0.086 0.009 0.030
H 0.48317 0.57210 2.85807 -0.070 -0.079 0.066
H -0.14872 -2.34381 4.88577 0.017 0.011 -0.017
H 0.99640 -4.50473 4.46150 0.009 0.003 -0.008
H 2.42013 -5.89100 3.00769 -0.012 0.027 -0.017
H 3.65700 -6.13435 0.87362 0.017 0.012 -0.037
H 3.68173 -4.28432 -0.77359 -0.001 -0.034 0.041
C -3.88372 2.89783 0.57177 0.011 -0.069 -0.032
C -2.39328 2.75624 0.31365 0.155 0.181 -0.014
O -2.07400 1.41656 -0.12507 -0.217 -0.020 0.209
P -1.38631 3.15101 1.79752 0.197 -0.001 0.226
O -1.66192 4.67180 2.09934 -0.087 -0.304 0.249
O -2.08503 2.45013 3.05888 0.113 -0.067 0.013
O 0.01911 2.72078 1.62506 -0.520 0.050 -0.190
P -1.71736 3.91909 -0.97072 0.192 -0.378 0.090
O -2.83529 3.87223 -2.15060 0.103 0.043 -0.177
O -1.70739 5.28429 -0.36394 -0.065 0.219 -0.220
O -0.48771 3.20657 -1.44650 -0.389 0.023 -0.177
H -4.21889 2.12816 1.27093 0.005 0.031 -0.016
H -4.43351 2.80619 -0.36701 0.021 -0.032 0.043
H -4.09392 3.87881 1.00433 0.009 -0.064 -0.029
H -1.45541 1.54137 -0.86429 0.042 0.105 -0.204
H -1.64350 5.15468 1.21659 0.022 0.055 -0.196
H -1.50451 1.73645 3.36962 -0.106 0.059 -0.061
H -2.44018 3.39715 -2.89429 -0.067 0.005 0.080
C 3.74432 3.83399 -3.15970 -0.011 -0.116 -0.114
C 3.47539 3.31206 -4.42354 -0.057 -0.025 0.166
C 2.53780 2.29848 -4.53917 -0.029 0.118 0.006
C 1.87152 1.81033 -3.40428 -0.064 0.032 -0.198
C 2.22566 2.21135 -2.09956 0.350 0.224 -0.690
C 3.15820 3.25834 -2.03901 0.048 0.069 -0.109
C 0.73968 0.86069 -3.63545 0.074 0.249 -0.378
C 0.06323 0.84426 -4.90749 0.331 0.270 0.138
C -0.90783 -0.05906 -5.16115 -0.209 -0.128 -0.091
C -1.24519 -1.01977 -4.17900 0.005 -0.069 0.034
C -2.19246 -2.05253 -4.37623 0.064 0.189 -0.127
C -2.46703 -2.93507 -3.37578 0.075 -0.110 0.348
C -1.79638 -2.82567 -2.12959 -0.266 -0.193 -0.218
C -0.87813 -1.84322 -1.92044 0.166 0.156 0.028
C -0.58172 -0.90717 -2.94206 -0.155 0.058 0.179
N 0.33935 0.06372 -2.67651 0.201 -0.245 -0.053
H 4.43431 4.66485 -3.05203 0.038 -0.003 0.004
H 3.97971 3.69230 -5.30375 0.030 0.013 -0.020
H 2.34707 1.87642 -5.52149 -0.030 0.053 0.014
H 3.43802 3.66678 -1.07016 0.031 -0.069 0.029
H 0.31221 1.59205 -5.64605 0.030 -0.003 0.012
H -1.43912 -0.05099 -6.10786 0.011 -0.031 -0.004
H -2.69308 -2.13024 -5.33683 0.020 0.026 0.025
H -3.18924 -3.72600 -3.53319 -0.019 -0.014 0.045
H -2.00930 -3.53548 -1.33865 -0.027 -0.003 -0.050
H -0.30488 -1.78842 -1.00115 0.008 -0.003 -0.034
N -2.33228 -1.45765 0.99687 -0.328 -0.087 -0.053
C -3.58135 -2.01933 0.85043 0.149 0.011 -0.021
C -4.61361 -1.31078 0.21690 -0.023 -0.022 -0.001
C -5.88326 -1.85734 0.11884 0.067 -0.032 0.039
C -6.16574 -3.12123 0.63220 0.116 0.048 0.024
C -5.14034 -3.83106 1.24911 0.045 0.065 -0.036
C -3.86569 -3.29337 1.36198 -0.055 -0.037 -0.016
H -1.54677 -2.06776 1.15674 0.033 -0.013 0.043
H -2.12811 -0.64437 0.43333 -0.068 0.048 0.072
H -4.39378 -0.33165 -0.19776 -0.032 -0.051 0.036
H -6.66591 -1.28816 -0.37040 0.025 -0.001 -0.005
H -7.16076 -3.54178 0.55382 0.026 0.006 -0.012
H -5.33330 -4.82167 1.64741 0.013 0.035 0.004
H -3.07321 -3.85193 1.85241 -0.058 0.028 -0.033
C 4.30334 0.80623 3.34632 0.021 -0.051 0.058
C 3.77057 1.45741 2.04557 -0.184 -0.175 0.291
C 3.71993 2.98370 2.29750 0.040 0.058 0.058
C 4.83018 1.19580 0.95565 0.096 -0.049 -0.059
N 2.47556 0.94056 1.68141 0.921 0.883 -0.721
H 5.32208 1.14058 3.62262 -0.216 -0.032 -0.074
H 4.31178 -0.27964 3.20861 0.015 0.046 0.052
H 3.61914 1.04536 4.16871 0.052 -0.064 -0.035
H 4.71755 3.42621 2.47951 -0.165 -0.100 0.011
H 3.07862 3.18664 3.16208 0.010 0.014 -0.087
H 3.26820 3.47781 1.43273 0.048 0.018 0.013
H 5.81671 1.61978 1.21361 -0.110 -0.072 -0.019
H 4.50977 1.63515 0.00446 0.027 -0.006 0.035
H 4.93216 0.11689 0.80490 -0.019 0.060 -0.037
```
Positions in Å, forces in eV/Å.

Here are the Löwdin charges for atoms 1 to 8, given in e:
1. La 1.570
2. C -0.073
3. C -0.351
4. C -0.037
5. C -0.042
6. C -0.180
7. C -0.096
8. C -0.127

Entry 2:
Entry from the OMol25 dataset: 6 unconnected molecules or ions with the total composition C37H41N6O6S in a non-equilibrium geometry (ωB97M-V/def2-TZVPD).

## Properties
Energy: -2612.3017 Ha
Multiplicity: 1
Net charge: +1
LUMO level: -0.1482 Eh

```
91
Properties=species:S:1:pos:R:3:forces:R:3
O 2.56184 -0.33661 3.08017 0.034 0.062 -0.142
C 2.64177 -0.24523 1.88714 0.118 0.012 0.172
O 3.70251 0.21204 1.21397 -0.126 -0.070 0.074
C 1.50349 -0.61867 0.97972 0.033 0.107 -0.095
C 0.28505 -0.00738 1.22812 0.108 0.052 0.155
C -0.81505 -0.28725 0.44799 -0.055 0.006 0.278
C -2.14692 0.35428 0.67162 -0.068 0.017 -0.526
C -3.35254 -0.59898 0.55067 0.233 0.166 0.580
C -3.96551 -0.88141 1.92215 -0.351 0.140 -0.006
S -5.04352 -2.30140 1.79624 0.716 -0.554 -0.451
O -4.39687 -3.38224 2.46555 -0.209 0.122 0.140
O -5.42231 -2.46643 0.41856 -0.160 0.147 0.221
O -6.32413 -1.84437 2.59127 -0.154 -0.016 0.074
N -0.64878 -1.16662 -0.55552 0.047 -0.132 -0.039
C 0.51085 -1.79213 -0.80664 0.247 -0.065 -0.004
C 1.63542 -1.54589 -0.05383 0.130 -0.084 -0.286
C 2.88271 -2.31330 -0.38456 0.188 -0.115 0.837
C 3.08049 -3.43797 0.62971 -0.527 0.309 -2.206
C 2.41932 -4.83521 0.22498 0.606 0.570 3.277
O 3.95513 -4.39741 0.37645 -0.255 -0.462 0.878
H 4.39311 0.43724 1.85894 0.027 -0.013 0.009
H 0.17843 0.70644 2.03309 -0.060 0.056 0.046
H -2.23490 1.13264 -0.09021 -0.037 0.132 0.019
H -2.11526 0.86759 1.62911 0.019 0.073 0.072
H -4.11240 -0.15968 -0.08439 -0.050 -0.120 -0.186
H -3.05294 -1.55531 0.12809 -0.073 -0.048 -0.241
H -4.56518 -0.04609 2.27529 0.025 0.114 -0.014
H -3.22970 -1.12299 2.68328 0.098 -0.079 0.019
H -7.08516 -1.97732 2.00270 -0.108 0.062 0.097
H -1.44243 -1.38739 -1.14454 -0.053 0.009 -0.043
H 0.56925 -2.49049 -1.62651 -0.330 0.005 -0.147
H 2.77763 -2.80942 -1.34064 0.233 0.219 -0.275
H 3.77203 -1.68351 -0.34204 0.006 0.050 -0.264
H 2.98290 -3.18117 1.69268 -0.284 0.080 -0.133
H 2.03721 -4.92350 1.27955 0.401 -0.506 0.057
H 2.60768 -5.90465 0.18362 -0.447 -0.064 -1.947
N -7.01010 -3.54250 -3.47810 0.033 0.000 -0.021
C -7.05388 -4.50668 -4.39400 -0.025 0.017 -0.008
C -6.24120 -5.63113 -4.36573 0.011 0.003 0.011
C -5.33095 -5.76062 -3.32986 0.013 0.000 0.004
C -5.27293 -4.76346 -2.36876 0.021 -0.001 -0.012
C -6.13049 -3.67958 -2.48719 -0.060 0.010 -0.068
H -7.77784 -4.37060 -5.18964 0.003 -0.028 -0.011
H -6.32444 -6.38464 -5.13655 -0.010 0.002 -0.010
H -4.68178 -6.62480 -3.27098 -0.002 -0.006 0.001
H -4.58379 -4.82282 -1.53657 -0.031 -0.001 0.028
H -6.11920 -2.88842 -1.75038 0.022 -0.006 0.028
N 2.11061 -0.37179 -3.76447 0.008 -0.096 0.124
C 3.36630 -0.65375 -4.10604 -0.022 -0.055 0.069
C 4.46590 -0.01589 -3.55018 0.143 -0.060 -0.127
C 4.26354 0.97762 -2.60922 0.024 -0.079 0.099
C 2.96366 1.27910 -2.23893 0.025 -0.054 0.026
C 1.93783 0.57430 -2.84632 -0.270 0.042 0.180
H 3.49504 -1.44276 -4.83764 0.032 0.036 -0.038
H 5.46283 -0.31133 -3.84665 0.011 0.027 -0.032
H 5.10167 1.48684 -2.15108 0.004 0.032 -0.035
H 2.75011 2.02242 -1.48248 -0.023 0.046 -0.051
H 0.90704 0.76541 -2.55701 -0.001 0.109 -0.073
N -0.59812 2.88185 3.23472 0.146 -0.177 -0.052
C 0.53106 2.72316 3.92952 -0.027 -0.021 -0.010
C 1.13517 3.73669 4.65445 -0.001 0.032 -0.018
C 0.54166 4.98957 4.65624 0.005 0.000 0.013
C -0.62856 5.17164 3.93875 0.016 0.000 0.020
C -1.15643 4.09145 3.24950 -0.138 -0.037 -0.085
H 0.97500 1.73190 3.90923 0.011 0.008 0.061
H 2.04734 3.54687 5.20260 0.002 -0.017 0.003
H 0.98358 5.80826 5.20847 0.001 0.003 0.004
H -1.12654 6.13081 3.90930 -0.011 0.001 -0.022
H -2.07224 4.19756 2.67829 0.019 0.071 -0.026
N 6.16800 -2.39433 -0.92856 -0.003 0.055 0.013
C 6.98648 -1.45253 -1.39713 -0.109 0.078 0.068
C 8.23500 -1.70951 -1.93752 -0.019 -0.049 0.004
C 8.66372 -3.02728 -1.99223 -0.002 -0.044 -0.009
C 7.82709 -4.02012 -1.50834 0.043 0.107 -0.035
C 6.59298 -3.65457 -0.98947 0.011 -0.187 0.016
H 6.60830 -0.43779 -1.32675 0.088 0.045 -0.039
H 8.85251 -0.90124 -2.30409 -0.001 0.012 0.014
H 9.63269 -3.27523 -2.40479 0.008 0.002 -0.002
H 8.12185 -5.05982 -1.53075 -0.011 -0.010 0.006
H 5.91089 -4.40404 -0.60307 0.119 0.062 -0.063
N -3.23462 6.65292 0.90447 0.037 -0.017 0.016
C -3.68608 7.01098 2.10463 0.013 -0.111 0.028
C -3.97666 8.31743 2.46378 0.016 0.016 -0.022
C -3.78690 9.31408 1.51962 0.006 0.011 -0.003
C -3.31752 8.96005 0.26524 -0.007 -0.003 0.020
C -3.05818 7.62174 0.00868 0.006 -0.021 -0.021
H -3.82180 6.19941 2.81301 -0.046 0.053 0.055
H -4.34208 8.54520 3.45552 -0.008 -0.012 0.005
H -4.00158 10.34756 1.75728 -0.002 0.005 -0.001
H -3.15473 9.70403 -0.50196 0.000 -0.005 -0.014
H -2.69244 7.30814 -0.96260 0.003 0.030 -0.011
```
Positions in Å, forces in eV/Å.

Here are the Löwdin charges for atoms 1 to 8, given in e:
1. O 0.155
2. C -0.477
3. O 0.147
4. C -0.015
5. C 0.102
6. C -0.165
7. C -0.089
8. C -0.194

Entry 3:
Entry from the OMol25 dataset: a molecular structure, C37H42Cl4N4O9S2SbSeSi3W in a non-equilibrium geometry (ωB97M-V/def2-TZVPD).

## Properties
ΔE to the lowest compared entry with this formula, charge and spin: 71.0 kcal per mole
Energy: -8545.9275 Ha
Multiplicity: 1
Net charge: -1
LUMO level (spin up / spin down): 0.0145 / 0.0143 Eh

```
104
Properties=species:S:1:pos:R:3:forces:R:3
W 1.00582 0.66644 -0.23799 2.610 -2.606 0.726
O 3.99017 1.83786 4.60530 -0.207 -0.113 -0.003
C 3.37620 1.82885 3.40643 0.715 -0.100 -0.265
C 2.06021 2.21852 3.24296 -0.896 0.447 -0.402
C 1.53214 2.22691 1.96166 2.695 0.000 -0.329
N 2.31380 1.92590 0.88069 -0.511 -0.564 2.513
C 3.50589 1.33954 1.09764 -0.125 0.326 -0.558
C 4.10771 1.31631 2.32159 -0.022 0.279 0.234
C 3.89440 0.50776 -0.11740 0.234 0.254 0.011
O 4.99744 0.09214 -0.33250 0.005 -0.018 0.159
O 2.81951 0.25609 -0.83671 1.692 0.007 -0.652
C 0.14011 2.16409 1.54842 -2.556 0.755 0.067
O -0.82213 1.96753 2.26574 0.696 0.828 0.481
O 0.00495 2.22000 0.20753 -1.046 1.601 1.705
H 3.35516 2.08901 5.28629 0.059 0.060 0.033
H 1.41596 2.44916 4.08208 0.010 -0.051 0.044
H 5.05974 0.83044 2.47241 0.023 0.004 -0.031
Cl 2.20428 0.13298 -6.65601 0.044 0.054 -0.093
C 1.87759 -0.28650 -5.01831 0.042 -0.145 -0.028
C 2.23753 -1.53815 -4.54143 -0.154 0.136 -0.008
Cl 3.00356 -2.67682 -5.57990 0.086 -0.087 -0.054
C 1.93766 -1.89935 -3.22371 -0.047 0.257 0.113
Cl 2.27265 -3.47623 -2.61784 0.027 -0.113 0.097
C 1.31385 -0.98835 -2.39330 -0.474 0.171 -0.672
O 0.90102 -1.22699 -1.15226 0.376 -0.054 -0.418
C 0.96179 0.29823 -2.87672 0.044 -1.162 -0.940
O 0.28681 1.02768 -1.97150 -0.607 0.090 -1.871
C 1.22294 0.63737 -4.18959 -0.152 0.206 0.243
Cl 0.72602 2.16777 -4.80196 -0.098 -0.047 0.074
C -4.27746 -1.51912 -2.17996 0.174 0.097 0.277
Si -2.52512 -0.78763 -2.26441 -0.366 0.116 -0.532
C -1.60275 -2.09937 -3.28497 0.086 0.293 0.339
C -2.64802 0.90685 -3.12061 0.158 -0.266 0.200
Sb -1.47052 -0.21689 0.06007 -3.281 -1.689 0.322
Si -2.00640 -2.48532 1.33542 0.281 0.210 -0.341
C -3.83424 -2.94529 1.09675 0.361 0.145 0.031
C -0.86867 -3.70981 0.44190 -0.139 0.248 0.440
C -1.63111 -2.30200 3.18390 0.084 0.015 -0.445
Si -3.28112 1.38612 1.08189 -0.465 0.021 -0.436
C -3.01418 3.17911 0.51518 0.187 -0.343 0.366
C -4.93600 0.89541 0.27552 0.283 0.014 0.142
C -3.58503 1.07534 2.92943 0.378 0.139 -0.338
H -4.74010 -1.41501 -3.16447 0.059 0.035 -0.075
H -4.92328 -1.03508 -1.45263 -0.053 0.006 -0.078
H -4.24816 -2.58275 -1.94312 0.038 -0.028 -0.045
H -1.64058 -1.85398 -4.34863 -0.055 0.069 -0.004
H -2.06505 -3.07790 -3.14371 -0.081 0.028 0.036
H -0.55863 -2.18638 -3.00696 0.023 -0.073 -0.053
H -2.53086 0.82927 -4.20350 -0.040 -0.055 -0.024
H -1.86002 1.56475 -2.75501 0.009 0.048 -0.084
H -3.60973 1.38054 -2.91083 -0.047 -0.058 0.020
H -4.04110 -3.23910 0.06925 0.030 -0.007 -0.015
H -4.49897 -2.11713 1.34466 -0.012 0.009 0.068
H -4.08466 -3.78790 1.74520 0.018 -0.021 0.044
H -1.06744 -3.71023 -0.63105 -0.023 -0.005 -0.011
H -0.93832 -4.73032 0.82529 -0.102 -0.020 0.020
H 0.15656 -3.36085 0.58704 0.017 -0.008 -0.092
H -2.22261 -1.50000 3.62720 -0.055 -0.012 0.000
H -0.57669 -2.03767 3.27899 -0.029 -0.028 0.102
H -1.80835 -3.22521 3.73911 -0.060 -0.063 -0.056
H -2.64616 3.18027 -0.51278 -0.028 -0.014 -0.017
H -2.27332 3.67783 1.13814 -0.002 0.062 -0.062
H -3.94379 3.75044 0.55350 -0.086 -0.085 0.006
H -4.97826 1.15729 -0.78227 0.020 0.011 -0.020
H -5.74943 1.41760 0.78646 -0.009 0.048 0.026
H -5.11695 -0.17529 0.36907 -0.080 0.009 0.043
H -2.63855 0.99530 3.45876 -0.032 -0.016 0.103
H -4.15972 0.15851 3.07022 -0.019 -0.021 -0.047
H -4.14963 1.90374 3.36317 -0.047 0.025 -0.036
C 3.67053 -3.73292 0.94837 0.052 -0.068 -0.122
N 3.18653 -3.59538 2.30529 -0.023 0.055 0.154
C 3.29652 -2.44736 3.01092 0.355 0.408 -0.130
Se 1.26477 -0.74378 1.64916 -0.586 0.056 0.313
N 2.68664 -2.71786 4.19363 -0.081 -0.157 -0.092
C 2.17836 -4.00400 4.24539 -0.064 -0.245 -0.095
C 1.49193 -4.71548 5.21573 -0.013 0.066 -0.003
C 1.16509 -6.03219 4.92841 -0.034 0.019 0.021
C 1.49837 -6.60782 3.70223 -0.043 -0.059 -0.021
C 2.16810 -5.89068 2.72229 0.091 0.008 -0.069
C 2.51460 -4.57976 3.01389 -0.161 -0.033 0.282
H 3.86157 -2.73710 0.55650 -0.006 -0.019 -0.022
H 2.91727 -4.22166 0.33003 -0.024 0.063 -0.003
H 4.59326 -4.31585 0.91572 -0.025 -0.002 0.027
H 2.53561 -2.00911 4.88684 0.066 0.002 0.034
H 1.21140 -4.25513 6.15450 0.036 -0.037 0.031
H 0.64118 -6.62629 5.66571 -0.022 0.021 0.001
H 1.22076 -7.63665 3.51331 0.013 0.002 -0.027
H 2.41968 -6.34308 1.77216 -0.001 0.014 -0.010
O 2.60028 6.38706 -5.40109 -0.079 -0.121 -0.016
S 2.61956 6.40304 -3.96297 -0.100 0.005 0.048
O 3.32410 7.49378 -3.33982 -0.012 -0.004 0.085
N 3.11612 4.96123 -3.34643 -0.055 0.421 -0.210
C 2.17869 4.40849 -2.62629 -0.010 -0.523 0.354
S 2.37736 2.96178 -1.76450 1.130 0.743 -0.353
C 0.88741 5.15301 -2.57778 -0.246 0.274 -0.093
C -0.27278 4.82075 -1.89945 0.019 0.001 0.030
C -1.34825 5.69757 -1.96854 -0.042 -0.005 0.029
C -1.26643 6.87591 -2.70415 0.048 0.064 -0.063
C -0.10020 7.20739 -3.38585 0.022 0.084 -0.075
C 0.95525 6.32595 -3.30741 0.313 -0.251 0.090
H -0.31101 3.90526 -1.32224 -0.019 -0.002 -0.037
H -2.26211 5.47302 -1.43176 -0.002 -0.039 -0.018
H -2.11657 7.54558 -2.74310 -0.008 -0.001 0.011
H -0.01195 8.12595 -3.95157 -0.052 0.005 -0.002
```
Positions in Å, forces in eV/Å.

Here are the Löwdin charges for atoms 1 to 8, given in e:
1. W 1.307
2. O 0.097
3. C -0.273
4. C 0.059
5. C -0.226
6. N -0.081
7. C -0.204
8. C 0.090